# C3H5NOS

A single C3H5NOS molecule (ωB97M-V/def2-TZVPD, OMol25).

Calculated values
- frontier orbital gap (eV) = 10.189
- E_HOMO (eV) = -9.42
- 2S+1 = 1
- net charge = 0

Geometry (Å):
C  2.635  0.210  0.041
N  1.424  0.529  -0.042
S  0.352  -0.773  -0.030
C  -1.266  -0.046  -0.014
C  -1.394  1.450  0.007
O  -2.182  -0.827  0.042
H  2.959  -0.850  0.226
H  3.419  0.973  -0.006
H  -2.368  1.643  -0.450
H  -1.402  1.908  1.017
H  -0.595  1.921  -0.548

Atoms 1-6, force components in eV/Å:
C 1.1 -0.9 0.5
N -0.5 0.4 -0.3
S -0.1 -0.5 0.0
C 0.1 0.0 0.8
C -0.5 0.3 0.0
O 0.1 0.3 -0.2



# C14H16N2O5S2

A single C14H16N2O5S2 molecule (ωB97M-V/def2-TZVPD, OMol25).

Calculated values
- frontier orbital gap (eV) = 8.126
- E_HOMO (eV) = -8.12
- 2S+1 = 1
- net charge = 0

Geometry (Å):
C  2.084  2.202  2.965
O  1.451  0.950  3.119
C  0.359  0.681  2.368
C  -0.268  1.570  1.513
C  -1.362  1.174  0.753
C  -1.850  -0.114  0.838
C  -2.970  -0.597  -0.047
N  -2.573  -1.686  -0.919
S  -1.679  -1.306  -2.262
O  -1.390  -2.548  -2.912
O  -2.367  -0.273  -2.973
C  -0.144  -0.606  -1.668
C  0.795  -1.281  -0.950
S  2.091  -0.270  -0.482
C  1.374  1.083  -1.287
C  2.026  2.400  -1.168
N  1.644  3.313  -2.090
O  2.821  2.651  -0.285
C  0.184  0.744  -1.872
C  -1.247  -1.007  1.726
C  -0.157  -0.633  2.488
O  0.501  -1.440  3.363
C  0.033  -2.751  3.550
H  2.951  2.169  3.621
H  1.428  3.022  3.276
H  2.415  2.364  1.935
H  0.102  2.578  1.414
H  -1.828  1.883  0.086
H  -3.307  0.199  -0.712
H  -3.820  -0.941  0.552
H  -2.198  -2.494  -0.449
H  0.791  -2.319  -0.687
H  1.041  3.078  -2.857
H  2.069  4.225  -2.063
H  -0.469  1.404  -2.412
H  -1.648  -2.006  1.806
H  -0.997  -2.764  3.921
H  0.095  -3.340  2.629
H  0.689  -3.191  4.300

Atoms 1-6, force components in eV/Å:
C 0.1 0.3 -0.1
O -0.2 -0.4 0.0
C -0.1 0.0 0.0
C 0.3 0.0 0.3
C -0.3 -0.3 0.1
C -0.1 0.4 0.1



# C7H10F2N2O3

A single C7H10F2N2O3 molecule (ωB97M-V/def2-TZVPD, OMol25).

Calculated values
- frontier orbital gap (spin up / spin down) (eV) = 8.403 / 7.214
- E_HOMO (spin up / spin down) (eV) = -8.04 / -7.37
- 2S+1 = 1
- net charge = 0

Geometry (Å):
C  -0.753  0.226  2.037
C  -1.069  0.721  0.917
C  -0.357  1.782  -0.993
C  -0.020  -1.202  2.215
C  1.995  -0.831  0.929
C  0.001  2.761  -3.074
C  -1.039  -2.332  -0.219
N  0.054  -1.499  -0.099
N  0.719  -1.501  1.070
O  0.783  1.886  -0.638
O  -1.354  1.256  -0.232
O  -0.894  2.180  -2.135
F  -1.362  -2.458  -1.522
F  -2.223  -1.893  0.378
H  -0.972  0.622  3.013
H  0.614  -1.156  3.099
H  -0.835  -1.911  2.372
H  1.852  0.229  0.680
H  2.565  -0.934  1.853
H  2.531  -1.306  0.110
H  -0.592  2.963  -3.962
H  0.813  2.068  -3.305
H  0.424  3.687  -2.678
H  -0.880  -3.359  0.185

Atoms 1-6, force components in eV/Å:
C 0.1 -0.5 0.5
C 0.8 -0.7 -0.8
C 0.9 0.4 -0.2
C -0.6 0.4 0.4
C 0.3 0.1 -0.1
C 0.5 0.2 -0.2



# C29H23Cl2F3N4O3OsSSb

A molecular structure, C29H23Cl2F3N4O3OsSSb (ωB97M-V/def2-TZVPD, OMol25).

Calculated values
- expectation value of S² = 6.024
- frontier orbital gap (spin up / spin down) (eV) = 7.692 / 5.569
- E_HOMO (spin up / spin down) (eV) = -10.58 / -10.64
- 2S+1 = 5
- net charge = +1

Geometry (Å):
Os  1.316  -0.379  -1.392
N  0.602  -5.615  4.882
C  0.709  -4.420  4.234
C  -0.205  -4.070  3.226
C  -0.101  -2.857  2.580
C  0.918  -1.971  2.919
C  1.835  -2.304  3.913
C  1.730  -3.516  4.563
S  1.069  -0.452  2.100
O  1.953  0.403  2.828
O  -0.236  0.023  1.705
N  1.762  -0.786  0.625
C  3.027  -1.231  0.420
N  3.268  -1.118  -0.920
C  4.421  -1.570  -1.421
C  5.355  -2.111  -0.568
C  5.035  -2.140  0.792
N  3.887  -1.711  1.302
H  -0.127  -6.264  4.654
H  1.250  -5.869  5.604
H  -1.006  -4.752  2.968
H  -0.822  -2.594  1.815
H  2.619  -1.608  4.172
H  2.437  -3.769  5.343
H  4.573  -1.469  -2.487
H  6.300  -2.481  -0.931
H  5.747  -2.535  1.508
Cl  -1.330  -2.615  -1.377
C  -0.526  -3.530  -2.652
Cl  0.953  -2.699  -3.195
H  -1.191  -3.595  -3.504
H  -0.245  -4.504  -2.272
F  1.332  5.755  2.652
C  0.877  4.805  1.828
C  -0.395  4.304  2.031
C  -0.861  3.317  1.177
C  -0.056  2.859  0.140
C  1.225  3.375  -0.038
C  1.701  4.362  0.810
Sb  -0.728  1.329  -1.116
C  -2.678  0.822  -0.527
C  -3.709  1.566  -1.098
C  -5.029  1.305  -0.764
C  -5.291  0.282  0.127
F  -6.562  0.018  0.448
C  -4.288  -0.477  0.702
C  -2.972  -0.201  0.371
C  -1.093  2.268  -2.955
C  -0.736  3.597  -3.158
C  -0.951  4.196  -4.391
C  -1.520  3.443  -5.399
F  -1.725  4.013  -6.592
C  -1.889  2.121  -5.225
C  -1.668  1.535  -3.990
H  -0.994  4.679  2.849
H  -1.847  2.899  1.337
H  1.863  3.018  -0.840
H  2.691  4.783  0.699
H  -3.493  2.356  -1.808
H  -5.846  1.875  -1.185
H  -4.546  -1.259  1.403
H  -2.177  -0.754  0.847
H  -0.295  4.179  -2.358
H  -0.685  5.228  -4.577
H  -2.335  1.577  -6.046
H  -1.956  0.499  -3.842
O  1.659  0.433  -2.943

Atoms 1-6, force components in eV/Å:
Os 0.2 0.1 -0.3
N 0.0 0.2 -0.1
C 0.0 -0.1 0.1
C 0.0 0.1 0.0
C 0.0 -0.1 0.0
C 0.0 -0.1 0.1



Results for relative energy (zero: lowest compared OMol25 entry of this formula, charge and spin): 33.1 10.4 100.5 0.2 (in kcal per mole, following the order of the records).
Results for largest force on an atom: 1.55 0.95 1.58 0.43 (in eV/Å, following the order of the records).